{"formula": "C5H8N2S", "method": "ωB97M-V with the def2-TZVPD basis set", "species": ["C", "C", "C", "C", "C", "H", "H", "H", "H", "H", "H", "H", "H", "N", "N", "S"], "coordinates": [[1.0690, 0.9643, 0.9289], [0.2520, -0.3299, 0.5850], [-1.8287, 0.4089, -0.5830], [0.7349, -0.9883, -0.6465], [1.1671, -1.5382, -1.6279], [3.0924, 0.2116, -0.1253], [0.8226, 1.7177, 0.2142], [0.7312, 1.3053, 1.9220], [0.4664, -0.9970, 1.4111], [-1.7519, -0.7654, 1.1094], [-1.1170, 0.8852, -1.2663], [-3.6630, 0.0137, -0.1674], [1.4035, -1.9639, -2.5974], [-1.1857, -0.1309, 0.5576], [-3.0626, 0.5125, -0.8347], [2.8699, 0.6945, 1.1205]], "forces_ev_per_angstrom": [[-0.412, -0.917, 0.594], [0.656, -0.022, 0.068], [0.784, 0.246, 0.970], [0.497, -0.181, -0.281], [-0.426, 0.182, -0.387], [-0.088, 0.140, 0.319], [0.122, 0.660, -0.508], [0.093, -0.091, -0.425], [-0.052, -0.330, 0.144], [0.263, 0.142, -0.089], [-0.105, -0.133, 0.089], [0.260, 0.247, -0.010], [0.010, 0.205, 0.794], [-0.927, 0.469, -0.814], [-0.140, -0.548, -0.005], [-0.533, -0.069, -0.458]], "nbo_charge": [-0.501, -0.133, 0.292, -0.052, -0.215, 0.138, 0.215, 0.233, 0.238, 0.394, 0.163, 0.326, 0.247, -0.632, -0.676, -0.037], "total_energy_ev": -19127.7392, "e_homo_ev": -9.241, "fmax_ev_per_a": 1.320, "smiles": "[H]/N=C\\N[C@@H](C#C)CS"}

{"formula": "C2HBrClOS", "method": "ωB97M-V with the def2-TZVPD basis set", "species": ["C", "C", "O", "S", "Cl", "Br", "H"], "coordinates": [[-0.0477, -1.1771, 0.5652], [0.0182, 0.6331, -0.3932], [1.0075, -1.4049, 1.0401], [-1.3718, -1.8689, 0.0385], [1.6576, 1.0169, -1.0072], [-0.4034, 2.1767, 0.9394], [-0.8605, 0.6242, -1.1828]], "forces_ev_per_angstrom": [[2.311, 2.434, -1.611], [-1.480, -0.598, 0.680], [0.509, 0.030, 1.034], [-2.689, -1.229, -0.434], [-0.665, -0.268, -0.269], [-0.082, -0.783, -0.737], [2.095, 0.414, 1.336]], "nbo_charge": [0.379, -0.440, -0.590, -0.292, -0.095, -0.169, 0.207], "total_energy_ev": -97538.4088, "e_homo_ev": -3.876, "fmax_ev_per_a": 3.723, "total_charge": -1}

Calculated Kohn-Sham gap, 0.368 0.269 Ha (same order as the records).